No. 1
# C34H42N4P2Re

C34H42N4P2Re as an isolated structure at a distorted geometry (wB97M-V/def2-TZVPD, OMol25).

Output
- multiplicity = 4
- frontier orbital gap (spin up / spin down) (eV) = 4.24 / 2.86
- net charge = +2

Last column: Löwdin charge in e.
Atoms and positions in Å:
H 5.927 2.038 -1.593  0.1240
C -3.712 -2.831 5.815  -0.0892
H 0.619 0.527 -6.884  0.0910
C -3.286 -1.613 6.345  -0.3093
H -4.733 0.285 3.266  0.0496
H -5.127 -1.224 2.384  0.0319
P 2.800 2.084 -1.887  1.0360
C 0.125 -0.096 -6.154  -0.1199
C -0.914 4.744 -6.056  -0.0848
N -0.061 0.342 -4.838  -0.2930
H 2.500 1.831 -5.619  0.0670
H 3.566 -2.435 -0.135  0.0994
C -1.170 -0.413 0.889  -0.1847
C -1.558 -3.369 1.571  -0.1714
H 5.069 6.010 -0.022  0.1296
H -5.117 -4.217 8.595  0.1142
H -0.911 -0.765 -0.123  0.1178
H -0.417 -1.977 -7.164  0.0993
C 2.376 1.480 -4.587  -0.3750
H -1.156 -4.384 3.419  0.1234
C -4.601 -3.492 7.967  -0.0624
C 5.465 2.940 -1.226  0.0332
C -4.672 -0.812 3.293  -0.2008
C 0.603 3.128 -6.555  -0.1560
N 0.117 2.883 -5.268  -0.2628
C -4.368 -3.772 6.616  -0.0612
H -4.699 -4.715 6.177  0.1135
H 7.094 4.315 -0.671  0.1288
C -0.823 3.880 -4.973  -0.1547
H 5.556 -2.076 -1.962  0.1096
H -4.350 -2.052 9.568  0.1166
H -1.267 0.682 0.811  0.1178
H -2.020 -4.345 1.354  0.1245
C -2.521 -0.962 1.307  -0.3105
H 4.371 1.906 -3.822  0.0687
N 3.588 0.552 -1.562  -0.2798
C -0.005 4.272 -7.059  -0.0695
C 3.776 4.352 -0.676  0.0026
H 2.746 4.656 -0.580  0.1362
H -1.551 5.614 -6.130  0.0974
H 0.298 -3.742 2.678  0.1299
C 4.965 5.009 -0.414  0.0282
H -1.558 -0.415 5.810  0.0719
H -1.416 -2.672 -4.732  0.0940
C 6.039 4.116 -0.757  0.0411
H 5.289 0.458 -2.896  0.0957
H 0.615 0.185 1.941  0.1165
C -0.874 -2.290 3.775  -0.2679
C -0.760 -3.511 2.877  -0.1703
H -0.690 -2.497 4.836  0.1324
C -3.511 -1.345 7.704  -0.0385
C -2.690 -2.352 1.670  -0.2799
H 3.311 3.332 -3.865  0.0925
Re -2.612 -1.134 3.373  1.5024
C 4.804 -1.355 -1.672  -0.0518
H -3.162 -0.387 8.111  0.1240
H -0.904 -3.151 0.711  0.1188
C 3.753 -1.544 -0.716  -0.0682
H 0.615 -1.535 1.534  0.1200
H -3.399 -0.453 0.883  0.1209
C -4.169 -2.272 8.513  -0.0546
H -3.536 -3.019 4.739  0.0870
H -3.680 -2.792 1.513  0.1178
C -2.599 -0.576 5.481  -0.2057
H -3.144 0.385 5.501  0.0889
H -5.199 -1.167 4.188  0.0399
C -0.410 -1.374 -6.272  -0.0642
C -0.939 -1.736 -4.986  -0.0887
C -0.720 -0.673 -4.128  -0.1618
C 3.020 -0.366 -0.670  -0.1421
P 0.625 1.714 -4.008  1.0427
H 0.187 4.716 -8.025  0.1010
H -0.946 -0.522 -3.084  0.0758
H 2.589 0.398 -4.574  0.0964
C -0.031 -0.710 1.891  -0.1729
H -0.166 -0.254 4.064  0.1252
H -1.324 3.874 -4.018  0.0894
N 4.071 3.068 -1.167  -0.2191
C -0.517 -0.967 3.308  -0.2361
C 3.339 2.247 -3.664  -0.3848
H 1.343 2.486 -7.013  0.0871
H 2.152 -0.081 -0.099  0.0735
C 4.684 -0.065 -2.169  -0.1537

=====

No. 2
# C34H43As2NO9ReS4SbTe

C34H43As2NO9ReS4SbTe as an isolated structure at a distorted geometry (wB97M-V/def2-TZVPD, OMol25).

Output
- multiplicity = 2
- frontier orbital gap (spin up / spin down) (eV) = 6.13 / 5.08
- net charge = +3

Last column: Löwdin charge in e.
Atoms and positions in Å:
H 0.082 -4.350 1.574  0.0230
O -3.243 1.502 0.873  -0.0343
C -3.045 2.894 1.237  0.0483
C -3.210 -0.978 3.061  -0.2547
O -3.882 1.007 4.032  0.1238
C 0.260 0.318 -2.028  -0.3040
S 2.708 -2.898 2.452  0.2107
H 0.721 5.050 -1.773  0.0934
H -4.994 -3.388 0.518  0.0412
C -3.894 -0.190 4.165  -0.5528
C 1.909 2.777 2.233  0.0055
H 3.337 5.743 -3.006  0.1376
H 4.685 5.611 -5.095  0.0940
H -1.868 1.297 4.550  0.0864
H -2.123 -3.019 -4.535  0.0773
C 2.703 2.610 -1.928  -0.3254
C 3.770 0.407 -2.633  -0.0413
H 5.489 4.097 -5.534  0.0917
H 0.879 3.028 1.969  0.0788
H -0.163 -2.826 -3.145  0.1282
O 2.567 0.563 2.865  -0.1940
H -3.680 3.066 2.102  0.1090
H 2.068 2.940 3.296  0.1107
H -3.731 -2.737 4.867  0.0829
C -2.234 0.679 0.872  -0.5519
H -0.232 2.935 -3.513  0.1058
H 3.747 0.071 -1.596  0.0222
C 5.185 4.728 -4.701  -0.0160
C -0.610 -3.840 2.237  -0.2651
C 4.399 2.600 -3.616  0.0196
H -1.602 -4.277 2.166  0.0404
O -1.056 0.944 1.031  -0.0287
C -4.596 -2.219 5.274  0.0153
C -1.245 -1.421 4.535  -0.5491
As -4.423 -1.114 1.463  1.4712
H 2.094 5.837 -1.022  0.0994
H -1.939 2.703 -3.154  0.0993
S 7.008 -1.166 4.279  0.1266
H 5.106 2.060 -4.233  0.1347
Re 3.050 -1.006 1.711  0.6204
H -5.414 -3.238 2.230  0.0425
H 2.573 3.433 1.665  0.1058
H 1.047 -2.585 -0.735  0.0586
As -0.627 -1.932 1.821  1.3483
C -4.634 -3.058 1.489  -0.2456
O -1.172 -2.505 5.045  0.1455
H -3.369 3.492 0.390  0.1107
C -0.343 -1.764 -3.025  -0.0039
H 2.171 -1.231 -0.813  -0.0259
C 1.508 -1.852 -1.402  -0.0748
C -1.656 -4.944 -1.529  0.0339
C 2.596 4.013 -2.014  -0.2995
N 2.162 0.736 0.749  -0.3289
H -0.188 1.590 5.063  0.1141
S 6.153 -4.454 1.837  0.0896
H -0.514 0.914 3.441  0.0689
H 1.367 4.450 -0.244  0.0267
O -4.452 -0.784 5.186  0.0433
H -0.272 -3.906 3.272  0.0316
H -2.625 -5.376 -1.290  0.1126
C -0.841 0.943 4.483  0.0001
H -0.816 2.967 -1.848  0.0297
H -0.855 -5.655 -1.360  0.1093
H -3.231 -1.650 -4.678  0.0975
C 3.410 4.666 -2.928  0.0123
C 4.309 3.987 -3.742  -0.2156
H -1.653 -4.588 -2.557  0.0890
O -1.383 -3.835 -0.629  -0.0683
H -2.281 0.710 -4.220  0.1385
H 2.122 -2.410 -2.109  0.1098
C 1.641 4.866 -1.214  -0.0706
C -1.520 0.208 -3.634  0.0189
Sb 6.348 -2.497 2.722  0.3252
O -0.704 -0.351 5.087  0.0345
H -5.518 -2.511 4.773  0.1016
C 3.615 1.893 -2.724  -0.2749
O -3.329 -2.867 -1.222  0.1440
C -0.729 0.973 -2.788  -0.3004
C -1.929 -1.787 0.355  -0.2107
S 5.050 -0.851 0.993  0.1395
C -1.345 -1.164 -3.775  -0.2271
C 2.189 1.355 1.906  -0.6743
H 6.090 5.061 -4.188  0.1055
H 2.984 -0.111 -3.187  0.0920
H 4.726 0.097 -3.050  0.0993
H -1.848 -1.776 -5.755  0.1051
C -2.715 -0.713 0.553  -0.2403
C 0.467 -1.061 -2.137  -0.2838
C -2.185 -1.951 -4.732  -0.0114
H -4.679 -2.434 6.335  0.1163
C -1.923 -1.322 3.180  -0.2715
Te 1.205 1.735 -0.773  1.9550
C -0.932 2.467 -2.816  -0.0694
H -1.998 3.071 1.474  0.0889
H -3.733 -3.588 1.788  0.0300
C -2.323 -2.912 -0.571  -0.5567

=====

ΔE to the lowest compared entry with this formula, charge and spin (kJ/mol)
0.00 172.71